1.
# C20H26N2O4S

A single C20H26N2O4S molecule (the ωB97M-V functional and the def2-TZVPD basis, OMol25).

```
53
C20H26N2O4S the ωB97M-V functional and the def2-TZVPD basis
S 1.968 -1.532 1.749
O -1.526 2.945 -0.232
O -4.548 -0.931 0.410
O -0.895 -1.864 -1.753
O 4.799 1.946 0.085
N -0.755 -0.557 0.088
N -2.688 1.203 0.620
C -0.620 -1.727 -0.582
C -3.784 1.977 1.153
C -1.669 1.752 -0.061
C 2.577 2.046 0.804
C 1.234 1.786 0.646
C 3.561 -1.500 1.108
C 3.023 1.081 -1.350
C 1.411 -2.516 0.427
C -4.909 -1.340 -0.901
C -0.674 0.722 -0.610
C 2.424 -2.776 -0.441
C -0.036 -2.850 0.278
C -4.071 -0.700 -2.005
C 1.671 0.830 -1.501
C -5.391 0.015 1.030
C 3.490 1.683 -0.187
C 5.766 1.597 -0.874
C 0.764 1.175 -0.511
C 3.654 -2.202 -0.046
C -5.132 1.475 0.636
H -3.618 3.018 0.860
H 3.699 0.792 -2.139
H -0.403 -0.527 1.037
H 4.323 -0.961 1.635
H 1.321 0.344 -2.400
H -3.771 1.914 2.249
H 2.296 -3.359 -1.335
H -5.924 2.090 1.066
H -2.823 0.199 0.603
H 2.953 2.520 1.698
H -6.442 -0.234 0.828
H -0.536 -2.895 1.245
H -4.758 -2.425 -0.927
H 0.541 2.065 1.426
H 6.724 1.894 -0.449
H -3.033 -1.009 -1.921
H -0.935 0.529 -1.657
H 4.567 -2.313 -0.604
H -5.174 1.579 -0.448
H -4.118 0.385 -1.967
H 5.610 2.130 -1.817
H -5.211 -0.105 2.104
H 5.773 0.518 -1.063
H -0.158 -3.797 -0.249
H -5.974 -1.137 -1.069
H -4.447 -1.030 -2.970
```

## Properties
E_LUMO: 0.553 eV
Frontier orbital gap: 8.846 eV
Strongest force on any atom: 0.72 eV/A
Relative energy (zero: lowest compared OMol25 entry of this formula, charge and spin): 218.8 kJ/mol
SMILES string: CCOCCCNC(=O)[C@H](NC(=O)Cc1cccs1)c1ccc(OC)cc1
Energy: -1586.38633 a.u.
Molecular weight: 390.50 g mol⁻¹

=====

2.
# C4H6O2

A single C4H6O2 molecule (the ωB97M-V functional and the def2-TZVPD basis, OMol25).

```
12
C4H6O2 the ωB97M-V functional and the def2-TZVPD basis
O 0.782 2.356 -0.190
O 0.569 -1.070 0.110
C 1.408 0.034 -0.175
C -1.759 -0.847 0.184
C 0.600 1.243 -0.615
C -0.580 -0.699 0.770
H -0.445 -0.270 1.764
H -0.181 1.031 -1.372
H -2.679 -0.548 0.669
H 2.052 -0.284 -1.003
H -1.808 -1.263 -0.815
H 2.042 0.316 0.674
```

## Properties
E_LUMO: 0.902 eV
Frontier orbital gap: 10.504 eV
Strongest force on any atom: 0.42 eV/A
Relative energy (zero: lowest compared OMol25 entry of this formula, charge and spin): 205.9 kJ/mol
SMILES string: C=COCC=O
Energy: -306.42789 a.u.
Molecular weight: 86.09 g mol⁻¹

=====

3.
# C40H44B3F11N2O36S2

12 unconnected molecules or ions with the total composition C40H44B3F11N2O36S2 (the ωB97M-V functional and the def2-TZVPD basis, OMol25).

```
138
C40H44B3F11N2O36S2 the ωB97M-V functional and the def2-TZVPD basis
S -0.321 1.804 1.659
S -2.765 3.036 0.460
F -2.259 7.365 -3.209
F 0.706 10.183 -3.795
F 4.209 -8.121 2.662
F -5.566 -4.698 5.437
F -2.268 -0.884 3.517
F 4.151 5.030 -5.488
F 7.064 -2.062 2.824
F 1.078 -10.258 -2.877
F 0.723 2.695 -9.764
F -1.862 -5.768 -0.761
F -2.532 -2.193 9.420
O -2.571 2.819 -8.752
O 5.914 2.170 2.103
O 2.209 2.220 -5.910
O -5.376 0.744 6.249
O 2.868 -0.677 -2.103
O 1.968 -8.983 0.198
O -3.411 11.856 -3.864
O -5.561 -3.218 3.729
O -0.121 4.762 -2.501
O -4.785 -2.049 1.960
O 4.154 -5.871 2.441
O -3.542 3.603 -10.629
O -1.257 11.237 -4.162
O -0.575 -1.431 6.690
O 2.027 4.315 -5.163
O 1.835 -10.842 1.463
O 1.324 5.765 -1.113
O 1.248 0.589 -0.898
O 3.318 -3.808 2.048
O -1.143 -4.439 2.346
O -3.875 -4.022 2.523
O -2.202 11.032 -2.150
O -4.005 -0.431 4.890
O 6.871 0.172 2.543
O 1.211 -10.877 -0.708
O -2.240 -0.559 7.887
O -1.275 -6.285 3.617
O -1.818 -6.351 1.425
O 4.662 0.409 2.735
O 0.182 3.038 -5.378
O 3.144 1.691 -1.740
O -0.319 6.951 -2.123
O -1.250 0.679 6.287
O -1.294 3.416 -10.483
O 1.965 -5.506 2.617
O -4.060 1.798 4.752
N -2.023 -1.461 -0.779
N -1.820 0.670 -0.246
C -4.565 0.718 5.388
C -1.401 -5.735 2.568
C 0.858 -9.843 -1.608
C -1.940 -0.711 -1.924
C 1.690 -10.296 0.426
C -2.575 3.306 -10.017
C 1.937 3.410 0.991
C -0.907 10.432 -2.061
C 3.405 3.982 -5.073
C 1.359 3.175 -5.478
C -1.317 5.179 -3.168
C -2.156 -5.332 0.490
C -2.401 11.419 -3.433
C 4.942 -0.984 2.926
C -1.696 1.830 0.553
C -2.290 -1.955 8.110
C -3.007 1.355 3.885
C -1.099 6.670 -3.280
C 0.420 3.430 1.330
C -5.426 -4.582 4.098
C -1.264 -4.193 0.932
C 0.388 5.823 -1.837
C 1.797 -8.729 -1.201
C 2.611 2.040 0.776
C 6.416 -0.960 3.265
C -4.749 -3.000 2.669
C -0.427 3.302 -9.375
C 2.154 -6.921 2.773
C 3.512 2.810 -6.020
C -0.197 11.037 -3.251
C 3.622 -6.998 3.127
C -1.821 0.611 -1.618
C -4.016 -4.902 3.642
C -0.900 -2.393 7.698
C -1.953 -0.614 0.210
C 5.822 1.034 2.427
C -3.372 -0.093 3.670
C -1.338 -0.334 6.897
C 3.162 -4.950 2.337
C -1.229 2.449 -8.419
B 3.426 0.543 -2.429
B 1.685 -0.626 -1.370
B 2.320 1.447 -0.639
H -3.881 -5.939 3.349
H 2.424 1.327 1.576
H 2.446 3.902 1.820
H -3.283 -4.646 4.407
H -1.956 -1.137 -2.912
H 0.259 4.055 2.204
H -0.188 4.300 -9.001
H -0.202 -9.610 -1.490
H -1.999 -0.819 1.268
H -1.085 1.385 -8.616
H 3.688 2.225 0.794
H -1.687 -3.216 0.731
H -1.013 2.654 -7.375
H -2.982 1.927 2.964
H -0.131 3.892 0.516
H 6.638 -0.820 4.324
H -2.186 4.952 -2.548
H 4.321 -1.395 3.717
H -3.219 -5.126 0.551
H 3.652 3.752 -4.035
H -3.100 -2.383 7.516
H -0.999 9.352 -2.159
H 1.384 -7.737 -1.365
H -2.052 1.449 4.396
H -1.740 1.476 -2.250
H -0.197 -2.304 8.528
H -0.436 10.667 -1.111
H 3.679 3.136 -7.048
H -0.276 -4.260 0.475
H 1.931 -7.423 1.833
H 4.199 0.573 -3.336
H 1.055 -1.612 -1.183
H 4.746 -1.528 2.002
H -6.207 -5.164 3.607
H 1.502 -7.315 3.547
H -0.548 6.986 -4.167
H 0.294 11.992 -3.054
H -4.054 -0.277 2.846
H 2.759 -8.810 -1.707
H 3.839 -6.902 4.192
H -1.412 4.677 -4.126
H -0.862 -3.401 7.295
H 4.285 2.102 -5.735
H 2.080 4.032 0.115
```

## Properties
E_LUMO: -1.289 eV
Frontier orbital gap: 7.987 eV
Strongest force on any atom: 0.99 eV/A
SMILES string: S=C(SCCCB1OBOBO1)n1ccnc1.O=C1OC[C@@H](F)O1.O=C1OC[C@@H](F)O1.O=C1OC[C@@H](F)O1.O=C1OC[C@@H](F)O1.O=C1OC[C@@H](F)O1.O=C1OC[C@@H](F)O1.O=C1OC[C@@H](F)O1.O=C1OC[C@@H](F)O1.O=C1OC[C@@H](F)O1.O=C1OC[C@@H](F)O1.O=C1OC[C@@H](F)O1
Energy: -6338.66670 a.u.
Molecular weight: 1434.32 g mol⁻¹

=====

4.
# C35H57IrO3PSi2

A molecular structure, C35H57IrO3PSi2 at a distorted geometry (the ωB97M-V functional and the def2-TZVPD basis, OMol25).

```
99
C35H57IrO3PSi2 the ωB97M-V functional and the def2-TZVPD basis
Ir -1.131 -0.619 1.619
P -1.842 -1.391 3.566
Si -3.570 0.051 0.179
Si 3.343 1.198 -0.416
O 1.077 -2.025 0.514
O -1.188 -2.258 -2.210
O 1.406 1.786 -5.687
C 0.658 1.336 2.966
C -0.669 -5.218 4.193
C -2.941 1.354 -1.013
C -0.347 1.256 2.005
C -0.428 3.653 1.838
C -1.148 -0.475 5.002
C -4.037 0.824 1.817
C -0.894 2.404 1.421
C -1.974 0.559 5.494
C -0.030 -3.142 2.387
C 4.309 0.111 -1.603
C -0.120 -4.417 -2.535
C 0.057 -2.907 -2.501
C 1.093 2.597 3.396
C 0.178 -5.440 3.095
C -1.144 -1.104 -4.476
C -1.175 -3.941 4.400
C 1.078 2.896 -4.865
C 0.215 -2.041 1.383
C -5.078 -0.734 -0.641
C -1.662 1.208 6.683
C 3.535 0.400 1.272
C -0.485 0.875 7.362
C -0.390 3.208 -5.039
C 0.517 -4.417 2.197
C 0.393 -0.067 6.825
C 1.588 1.402 -1.059
C 3.179 0.912 -7.067
C -0.867 -2.914 3.505
C 3.673 3.024 -0.297
C 0.071 -0.734 5.644
C 2.800 1.510 -5.721
C -2.439 -1.481 0.448
C -1.465 -1.104 -2.989
C 0.552 3.761 2.829
H -1.856 1.334 -1.165
H -0.906 -6.033 4.874
H 3.978 -0.932 -1.501
H -1.023 -4.694 -3.096
H -0.192 -0.582 -4.635
H 2.851 -0.449 1.374
H 4.201 0.395 -2.656
H 0.763 -2.625 -1.710
H -0.896 -0.292 -2.539
H -2.947 -2.298 0.977
H -0.215 -4.779 -1.503
H -0.259 1.374 8.298
H -2.340 1.968 7.082
H 4.237 0.631 -7.046
H 4.722 3.241 -0.073
H 0.919 4.744 3.134
H -1.087 -2.095 -4.969
H -3.423 1.229 -1.989
H -1.935 -0.513 -4.959
H 3.421 3.518 -1.246
H -1.992 -1.867 -0.492
H -4.002 0.102 2.644
H 0.614 -6.417 2.918
H -0.653 3.249 -6.095
H 3.390 2.432 -5.529
H 1.071 0.424 3.384
H 1.607 1.839 -2.074
H 0.459 -2.540 -3.457
H -2.882 0.832 4.957
H 3.039 3.456 0.488
H -0.824 4.559 1.354
H -5.977 -0.179 -0.338
H 3.038 0.788 -4.908
H 2.567 0.029 -7.300
H -4.993 -0.682 -1.737
H -3.401 1.685 2.057
H -5.203 -1.787 -0.348
H 0.934 1.982 -0.419
H 1.304 2.671 -3.805
H -2.536 -0.874 -2.813
H -3.227 2.340 -0.625
H 1.704 3.756 -5.150
H 4.574 0.045 1.426
H 0.771 -1.458 5.249
H 3.320 1.122 2.070
H 5.382 0.134 -1.375
H -0.612 4.173 -4.582
H 1.225 0.350 -1.080
H -1.833 -3.717 5.232
H 0.747 -4.891 -3.008
H -1.670 2.311 0.664
H -0.999 2.433 -4.564
H 3.014 1.654 -7.858
H -5.074 1.168 1.692
H 1.328 -0.278 7.343
H 1.201 -4.560 1.357
H 1.876 2.681 4.151
```

## Properties
E_LUMO (spin up / spin down): -3.490 / -6.227 eV
Frontier orbital gap (spin up / spin down): 5.953 / 5.047 eV
⟨S²⟩: 6.0332
Strongest force on any atom: 3.66 eV/A
Relative energy (zero: lowest compared OMol25 entry of this formula, charge and spin): 0.0 kJ/mol
Energy: -2617.80927 a.u.
Multiplicity: 5
Molecular weight: 805.20 g mol⁻¹
Total charge: +1

=====

5.
# C4H7NO4Sn

A molecular structure, C4H7NO4Sn at a distorted geometry (the ωB97M-V functional and the def2-TZVPD basis, OMol25).

```
17
C4H7NO4Sn the ωB97M-V functional and the def2-TZVPD basis
Sn 1.795 3.009 -1.544
O -0.092 1.794 0.231
O 0.414 -0.960 -2.894
O 0.527 1.198 -3.239
O 2.088 0.188 -1.985
N -0.121 -0.458 0.108
C -0.369 0.643 2.279
C -0.128 0.683 0.795
C -0.809 -1.693 0.483
C 1.051 0.103 -2.764
H -0.962 -2.212 -0.469
H -0.183 -2.392 1.031
H 0.019 -0.383 -0.897
H -1.223 1.300 2.454
H -1.846 -1.538 0.775
H 0.443 1.033 2.892
H -0.603 -0.314 2.745
```

## Properties
E_LUMO: -2.332 eV
Frontier orbital gap: 5.544 eV
Strongest force on any atom: 5.39 eV/A
Relative energy (zero: lowest compared OMol25 entry of this formula, charge and spin): 0.0 kJ/mol
Energy: -726.54995 a.u.
Molecular weight: 251.81 g mol⁻¹

=====

6.
# C5H10N3S

A molecular structure, C5H10N3S at a distorted geometry (the ωB97M-V functional and the def2-TZVPD basis, OMol25).

```
19
C5H10N3S the ωB97M-V functional and the def2-TZVPD basis
S 1.316 0.625 3.097
N -0.181 0.089 -0.373
N 1.864 -0.806 2.533
N 0.274 0.991 1.816
C 0.581 -0.320 -1.543
C -1.474 -0.612 -0.057
C 1.348 -1.048 1.345
C 0.438 0.017 0.936
C -0.612 1.499 -0.753
H -0.279 2.270 -0.057
H 1.433 -2.060 0.943
H -0.003 1.701 -1.619
H -2.256 -0.453 -0.729
H -1.628 1.654 -0.951
H -1.412 -1.715 0.030
H 0.051 -0.224 -2.459
H -1.794 -0.304 0.938
H 0.769 -1.374 -1.539
H 1.565 0.071 -1.559
```

## Properties
E_LUMO: -3.918 eV
Frontier orbital gap: 10.164 eV
Strongest force on any atom: 3.44 eV/A
Relative energy (zero: lowest compared OMol25 entry of this formula, charge and spin): 169.3 kJ/mol
Energy: -758.65709 a.u.
Molecular weight: 144.22 g mol⁻¹
Total charge: +1

=====

Q: molecular weight of number 3 (C40H44B3F11N2O36S2)?
A: 1434.32 g mol⁻¹